The following is a DFT calculation (ωB97M-V with the def2-TZVPD basis set) of 2 unconnected molecules or ions with the total composition C9H14.

Cartesian coordinates (Å):
C -1.33 1.84 -0.58
C -0.42 0.61 -0.81
C -0.96 -0.67 -1.02
C -0.04 -1.69 -1.43
C 1.31 -1.47 -1.35
C 1.79 -0.22 -1.13
C 0.95 0.93 -0.98
H -1.43 2.06 0.50
H -2.22 1.82 -1.17
H -0.82 2.80 -1.02
H -1.98 -0.98 -0.81
H -0.53 -2.62 -1.69
H 2.08 -2.31 -1.35
H 2.87 -0.06 -1.12
H 1.35 1.92 -0.97
C -1.11 0.05 3.17
C 0.31 0.07 2.47
H -1.10 0.64 4.18
H -1.90 0.53 2.63
H -1.39 -0.89 3.52
H 0.68 1.20 2.12
H 0.32 -0.70 1.79
H 1.09 -0.15 3.27

Values from the calculation:
energy relative to the best compared isomer or geometry (same formula, charge and spin)	152.92	kJ/mol
highest occupied orbital energy	-0.3336	hartree
maximum force	4.9	eV Å⁻¹
HOMO-LUMO gap	10.12	eV
net charge	0
M	122.2	g mol⁻¹